1.
Formula: C8H21CuNO4
Source: OMol25
Level of theory: ωB97M-V/def2-TZVPD

XYZ file:
```
35
Properties=species:S:1:pos:R:3:mulliken_charge:R:1
Cu 1.1832 -0.5134 -0.4375 0.26
C 0.8844 -3.7411 -1.6787 -0.76
O 1.5332 -2.7941 -0.9683 -0.60
H 1.4933 -4.6306 -1.9418 0.23
H -0.0377 -4.1451 -1.1599 0.13
H 0.3897 -3.3330 -2.6046 0.15
C 3.6106 0.8038 0.1783 -0.44
O 3.2578 -0.5037 -0.0565 -0.64
H 4.5187 0.9548 0.8120 0.28
H 3.9234 1.3549 -0.7449 0.19
H 2.8096 1.4006 0.6584 0.02
C -0.3112 -1.2858 2.4448 -0.87
O -0.4821 -1.4714 1.0636 -0.12
C -1.6535 -0.7862 0.6345 0.07
C -1.7905 -0.8565 -0.8566 -0.88
N -0.8638 0.0882 -1.5210 -0.17
C -1.2010 1.5004 -1.2669 -0.42
C -0.0480 2.3065 -0.6916 -0.92
O 0.0978 2.2218 0.7240 -0.14
C -0.9155 2.8530 1.4443 -0.85
H 0.6186 -1.7749 2.7356 0.27
H -1.0921 -1.8217 3.0048 0.32
H -0.2364 -0.2270 2.7137 0.27
H -1.6138 0.2412 1.0186 -0.19
H -2.4632 -1.2575 1.2135 0.48
H -2.7985 -0.5159 -1.1501 0.44
H -1.7161 -1.8939 -1.1787 0.40
H -0.8668 -0.1225 -2.5076 0.18
H -2.1111 1.5762 -0.6704 0.29
H -1.3514 1.9481 -2.2571 0.42
H -0.1110 3.3599 -0.9955 0.45
H 0.9138 1.8843 -0.9995 0.31
H -1.1005 3.8744 1.0766 0.35
H -0.5847 2.9678 2.4786 0.23
H -1.8851 2.3386 1.4859 0.26
```

Results
- net charge = -1
- orbital gap (eV) = 5.01
- multiplicity = 1

2.
Formula: C8H21FLi3NO3
Source: OMol25
Level of theory: ωB97M-V/def2-TZVPD

XYZ file:
```
37
Properties=species:S:1:pos:R:3:mulliken_charge:R:1
Li -3.0211 -2.7781 0.6759 0.86
Li -0.5430 -1.4845 0.1454 0.86
Li -2.9868 -0.4388 -1.1651 0.84
F -1.1387 -3.5021 -0.0405 -0.88
C -4.0620 0.2849 2.5385 -1.07
C -2.7952 0.3908 1.7737 -0.34
O -2.2723 -0.7212 1.0575 -0.84
H -4.7473 -0.0479 1.7588 0.23
H -4.4069 1.2223 2.9747 0.33
H -3.9532 -0.4994 3.2876 0.27
H -2.0550 0.5198 2.5634 0.13
H -2.7929 1.3230 1.2088 0.37
C 1.1056 -1.0047 -3.1278 -0.75
C -0.3752 -0.6377 -3.0875 -0.51
O -1.1429 -1.1838 -2.0532 -0.71
H 1.3904 -1.5157 -4.0476 0.40
H 1.4074 -1.6498 -2.3026 0.21
H 1.6971 -0.0965 -3.0117 0.11
H -0.8179 -0.8852 -4.0523 0.32
H -0.4288 0.4493 -3.1484 0.25
C 1.3021 0.0582 2.3821 -1.51
C 1.4602 0.3288 0.9051 0.91
C 2.7585 1.0989 0.5052 -0.78
O 2.7016 1.1325 -0.8706 -0.33
C 1.9502 2.2668 -1.3421 -0.71
N 1.5632 -1.0083 0.2745 -0.57
H 0.3638 -0.4297 2.6458 0.25
H 1.4063 0.9115 3.0522 0.41
H 2.0320 -0.6677 2.7405 0.38
H 0.5435 0.8267 0.5890 0.03
H 3.6372 0.4739 0.6644 0.26
H 2.9204 2.0414 1.0282 0.40
H 2.1563 3.2161 -0.8476 0.36
H 0.8895 2.0414 -1.2316 0.25
H 2.2001 2.4166 -2.3925 0.26
H 1.8342 -0.7553 -0.6650 0.09
H 2.2196 -1.6963 0.6147 0.20
```

Results
- orbital gap (eV) = 6.39
- multiplicity = 1

3.
Formula: C8H21HfIO3P2Si
Source: OMol25
Level of theory: ωB97M-V/def2-TZVPD

XYZ file:
```
37
Properties=species:S:1:pos:R:3:mulliken_charge:R:1
C -3.5251 1.8808 2.5070 -0.90
C -3.8104 0.7205 1.3477 -0.43
C -2.3686 0.3901 0.5958 -0.37
C -2.4783 -0.8239 -0.4992 -0.55
C -1.3740 -0.7833 -1.7066 -0.59
Si 0.4168 -0.2419 -1.1129 0.31
C 1.2796 -1.7289 -0.2861 -0.03
C 1.5747 -1.6340 1.3118 -1.04
C 2.9554 -2.5435 1.5691 -0.25
I 1.9977 0.3463 2.1150 0.63
P 1.6266 0.2000 -2.9458 0.01
P 2.7379 1.9981 -2.4178 0.86
O 4.0610 2.1557 -3.2781 -0.43
O 1.6382 3.3681 -2.6693 -0.41
O 3.2088 2.0520 -0.7405 -0.50
H -4.0822 1.5341 3.4903 0.32
H -2.3748 2.0241 2.6839 0.22
H -3.9569 2.9460 2.1885 0.31
H -4.1679 -0.2699 1.8622 0.32
H -4.5402 1.1070 0.5039 0.38
H -2.0039 1.4242 0.1446 0.22
H -1.6264 0.0324 1.4298 0.14
H -3.5462 -0.7417 -1.0061 0.42
H -2.4617 -1.8527 0.0902 0.29
H -1.2009 -1.8281 -2.2417 0.43
H -1.6473 -0.0164 -2.5619 0.45
H 0.2152 0.9395 -0.2939 -0.06
H 0.5842 -2.6817 -0.4509 0.65
H 2.3031 -1.9824 -0.8221 0.08
H 0.6973 -2.2265 1.8588 0.69
H 3.8022 -1.9852 0.9396 0.13
H 3.3030 -2.5347 2.6862 0.43
H 2.8670 -3.6193 1.1038 0.47
H 2.5132 -0.9553 -3.1078 0.26
H 1.0392 3.3979 -1.8566 0.34
H 2.9556 2.9213 -0.3050 0.36
Hf 3.3882 -0.9888 -0.1256 0.85
```

Results
- net charge = +4
- orbital gap (eV) = 2.54
- multiplicity = 1

4.
Formula: C8H21N3NaO9S3
Source: OMol25
Level of theory: ωB97M-V/def2-TZVPD

XYZ file:
```
45
Properties=species:S:1:pos:R:3:lowdin_spin:R:1
Na -0.2744 -0.0259 0.7440 0.00
N -0.4186 0.5103 4.3458 -0.01
O -0.7313 0.0308 5.3961 0.09
O 0.2810 1.5122 4.3179 0.28
O -0.7561 0.0394 3.2897 0.09
N -0.8163 3.2790 1.1880 -0.02
O -1.2693 4.4043 0.8828 0.21
O -1.3530 2.2594 0.8608 0.06
O 0.0705 3.3443 2.0098 0.32
C 0.7884 -3.1638 -1.2435 0.00
C 1.0538 -2.8472 -2.6644 0.00
N 1.3220 -2.5502 -3.7363 0.00
H 1.0572 -2.2980 -0.6384 0.00
H 1.4358 -3.9643 -0.8854 0.00
H -0.2797 -3.3809 -1.2319 0.00
C 4.6104 -0.1082 0.4358 0.00
S 3.2695 0.5961 1.4031 0.00
O 1.9600 0.2146 0.6727 0.00
C 3.2263 -0.4614 2.9196 0.00
H 5.4811 0.0958 1.0590 0.00
H 4.5649 0.2157 -0.6040 0.00
H 4.5558 -1.1958 0.3904 0.00
H 3.3204 -1.5435 2.8273 0.00
H 2.3069 -0.1872 3.4368 0.00
H 4.0677 -0.1537 3.5405 0.00
C -3.6868 -0.6359 -1.3176 0.00
S -3.1119 -2.0319 -0.1989 0.00
O -1.6775 -1.7195 0.0062 0.00
C -3.9501 -1.4800 1.3798 0.00
H -3.6158 0.3190 -0.7967 0.00
H -4.7023 -0.9226 -1.5908 0.00
H -2.9950 -0.4969 -2.1483 0.00
H -4.8565 -0.8930 1.2314 0.00
H -3.3221 -0.7565 1.8998 0.00
H -4.1855 -2.2097 2.1546 0.00
C 0.4313 0.8493 -3.9611 0.00
S -0.8308 0.9588 -2.5778 0.00
O -0.3279 0.0965 -1.4081 0.00
C -0.7078 2.8280 -2.2447 0.00
H 0.9926 1.6889 -4.3710 0.00
H 0.0420 0.1652 -4.7152 0.00
H 1.1652 0.1610 -3.5420 0.00
H 0.2003 2.9949 -1.6654 0.00
H -1.6134 3.0554 -1.6823 0.00
H -0.7209 3.4072 -3.1681 0.00
```

Results
- orbital gap (spin up / spin down) (eV) = 9.59 / 3.95
- multiplicity = 2
- expectation value of S² = 0.756

multiplicity of number 3 (C8H21HfIO3P2Si)? 1